Density functional theory data (the ωB97M-V functional and the def2-TZVPD basis) for a molecular structure, C53H55CsN10O2SSi at a distorted geometry.

The geometry in ORCA input format:
```
! RIJCOSX wB97M-V def2-TZVPD def2/J DEFGRID3
* xyz 0 1
Cs 0.80780 -0.09015 -0.26524
C -0.70996 3.56271 -2.07722
C 0.40991 3.83917 -1.05617
C 1.78056 3.51211 -1.59148
C 2.74919 4.49888 -1.74596
C 3.99973 4.15037 -2.23310
C 4.25235 2.82621 -2.55172
C 3.22637 1.90978 -2.37397
N 2.02524 2.23939 -1.91199
N -1.60998 2.51546 -1.60500
C -2.57639 3.03627 -0.65946
C -3.27628 1.95206 0.12567
C -4.66535 1.87057 0.15834
C -5.26366 0.86950 0.90682
C -4.45792 -0.01987 1.59938
C -3.08238 0.15149 1.52432
N -2.50704 1.11215 0.81245
C -2.28218 1.75841 -2.66446
C -1.30877 1.32808 -3.72816
C -1.34373 1.89548 -4.99958
C -0.34604 1.57548 -5.90594
C 0.65097 0.69710 -5.51445
C 0.58248 0.15516 -4.23913
N -0.37333 0.45438 -3.36760
H -0.24785 3.22896 -3.00063
H -1.25829 4.49233 -2.30609
H 0.22453 3.19856 -0.19285
H 0.39280 4.87859 -0.72487
H 2.53015 5.52465 -1.47786
H 4.76838 4.90305 -2.35776
H 5.21849 2.50682 -2.91693
H 3.38221 0.85950 -2.61101
H -3.33312 3.65836 -1.17055
H -2.04481 3.67033 0.05573
H -5.26383 2.58087 -0.39869
H -6.34213 0.78102 0.94980
H -4.88995 -0.82168 2.18397
H -2.40115 -0.49681 2.07085
H -3.09154 2.34874 -3.13318
H -2.72750 0.87154 -2.20639
H -2.12443 2.59940 -5.25852
H -0.33980 2.01802 -6.89415
H 1.46045 0.43567 -6.18269
H 1.33168 -0.55322 -3.89891
C 0.01825 -0.01404 5.93854
C 0.03618 -0.31876 4.45934
N 0.27772 0.54643 3.55612
N 0.44122 1.83620 3.89299
C 1.01935 2.74337 3.04954
N 0.83221 4.03359 3.44117
S 1.90299 2.36067 1.71700
C -0.20368 -1.71113 4.00467
C -0.45568 -2.74142 4.91307
C -0.57391 -4.04044 4.44286
C -0.44165 -4.27908 3.08703
C -0.25476 -3.18417 2.25209
N -0.15816 -1.94143 2.69168
H 0.60036 0.87905 6.16375
H 0.47019 -0.82737 6.50024
H -1.00148 0.13076 6.30370
H 0.17267 2.16167 4.81131
H 0.46070 4.26653 4.34735
H 1.40126 4.71879 2.97913
H -0.56150 -2.54607 5.96996
H -0.75546 -4.85247 5.13502
H -0.48011 -5.28608 2.69355
H -0.17548 -3.31488 1.17618
C -0.42607 -5.47054 -1.71964
C -0.92930 -4.05047 -1.57446
O -0.34340 -3.08656 -2.02615
N -2.10902 -3.93256 -0.89399
C -2.67542 -2.63485 -0.58882
C -3.99073 -2.33909 -1.26994
C -4.98975 -3.29925 -1.40458
C -6.18170 -2.94707 -2.01418
C -6.34201 -1.64824 -2.47143
C -5.29242 -0.76160 -2.29336
N -4.14559 -1.09264 -1.71001
H 0.58996 -5.44703 -2.10433
H -1.06147 -6.01279 -2.42143
H -0.43866 -5.98864 -0.75985
H -2.53088 -4.75500 -0.50219
H -1.95748 -1.89076 -0.92199
H -2.79938 -2.52510 0.49379
H -4.83870 -4.30705 -1.03902
H -6.97341 -3.67538 -2.13510
H -7.25576 -1.33159 -2.95556
H -5.36766 0.26546 -2.63809
O 2.62138 -1.24923 0.73223
Si 4.03486 -1.77846 0.33320
C 4.20328 -2.17310 -1.53388
C 5.42673 -2.42454 -2.15616
C 5.49671 -2.81217 -3.48666
C 4.33342 -2.95850 -4.23331
C 3.10499 -2.70632 -3.63916
C 3.05055 -2.31463 -2.30712
C 4.32782 -3.51589 1.06630
C 5.29985 -3.93317 1.97278
C 5.33860 -5.23962 2.44851
C 4.39074 -6.16136 2.03283
C 3.40231 -5.76596 1.13969
C 3.37864 -4.46350 0.66745
C 5.42279 -0.51673 0.64311
C 5.05931 0.81047 0.40109
C 5.94624 1.86006 0.58158
C 7.24033 1.60489 1.01490
C 7.63259 0.29393 1.24802
C 6.73320 -0.74875 1.05982
H 6.34575 -2.31767 -1.58653
H 6.45934 -3.00728 -3.94517
H 4.38693 -3.27159 -5.26917
H 2.18851 -2.82122 -4.20828
H 2.08671 -2.13346 -1.84550
H 6.03816 -3.22760 2.33642
H 6.11239 -5.54035 3.14555
H 4.42102 -7.17944 2.40204
H 2.65623 -6.48116 0.80953
H 2.60474 -4.16021 -0.03318
H 4.04972 1.01780 0.05892
H 5.62550 2.87629 0.38082
H 7.94074 2.41728 1.16610
H 8.64353 0.08640 1.57889
H 7.07684 -1.76240 1.23481
*
```

Results
frontier orbital gap: 7.48 eV
ΔE to the lowest compared entry with this formula, charge and spin: 21.1 kJ/mol
highest occupied orbital energy: -0.2744 hartree

Here are the Löwdin charges for atoms 1 to 99, given in e: atom 1 (Cs): 0.9579, atom 2 (C): -0.1661, atom 3 (C): -0.1346, atom 4 (C): -0.3150, atom 5 (C): -0.0206, atom 6 (C): -0.0649, atom 7 (C): -0.0607, atom 8 (C): -0.1461, atom 9 (N): 0.0511, atom 10 (N): -0.1490, atom 11 (C): -0.1445, atom 12 (C): -0.2717, atom 13 (C): -0.0331, atom 14 (C): -0.0763, atom 15 (C): -0.0705, atom 16 (C): -0.1455, atom 17 (N): 0.1356, atom 18 (C): -0.1286, atom 19 (C): -0.2900, atom 20 (C): -0.0326, atom 21 (C): -0.0657, atom 22 (C): -0.0531, atom 23 (C): -0.1294, atom 24 (N): 0.1084, atom 25 (H): 0.1061, atom 26 (H): 0.1247, atom 27 (H): 0.0470, atom 28 (H): 0.1114, atom 29 (H): 0.1087, atom 30 (H): 0.1065, atom 31 (H): 0.1095, atom 32 (H): 0.1100, atom 33 (H): 0.1223, atom 34 (H): 0.1300, atom 35 (H): 0.1095, atom 36 (H): 0.1067, atom 37 (H): 0.1027, atom 38 (H): 0.0905, atom 39 (H): 0.1235, atom 40 (H): 0.0975, atom 41 (H): 0.1099, atom 42 (H): 0.1051, atom 43 (H): 0.1041, atom 44 (H): 0.0879, atom 45 (C): -0.0231, atom 46 (C): -0.2505, atom 47 (N): 0.1114, atom 48 (N): -0.0362, atom 49 (C): -0.8626, atom 50 (N): 0.0772, atom 51 (S): 0.6703, atom 52 (C): -0.2230, atom 53 (C): -0.0186, atom 54 (C): -0.0627, atom 55 (C): -0.0507, atom 56 (C): -0.1243, atom 57 (N): 0.1262, atom 58 (H): 0.0694, atom 59 (H): 0.0757, atom 60 (H): 0.0954, atom 61 (H): 0.1257, atom 62 (H): 0.0946, atom 63 (H): 0.0857, atom 64 (H): 0.0990, atom 65 (H): 0.1074, atom 66 (H): 0.1023, atom 67 (H): 0.1011, atom 68 (C): 0.0125, atom 69 (C): -0.5318, atom 70 (O): 0.0351, atom 71 (N): 0.0639, atom 72 (C): -0.1173, atom 73 (C): -0.2482, atom 74 (C): -0.0202, atom 75 (C): -0.0672, atom 76 (C): -0.0658, atom 77 (C): -0.1369, atom 78 (N): 0.1260, atom 79 (H): 0.0852, atom 80 (H): 0.0857, atom 81 (H): 0.0769, atom 82 (H): 0.1310, atom 83 (H): 0.0996, atom 84 (H): 0.1167, atom 85 (H): 0.1057, atom 86 (H): 0.1064, atom 87 (H): 0.1010, atom 88 (H): 0.1066, atom 89 (O): -0.7593, atom 90 (Si): 0.3610, atom 91 (C): -0.2094, atom 92 (C): -0.0848, atom 93 (C): -0.0959, atom 94 (C): -0.1028, atom 95 (C): -0.1025, atom 96 (C): -0.1292, atom 97 (C): -0.1897, atom 98 (C): -0.0926, atom 99 (C): -0.1026